No. 1
{"formula": "C18H12ClLiN4O2", "method": "the ωB97M-V functional and the def2-TZVPD basis", "total_charge": -2, "multiplicity": 1, "total_energy_ha": -1530.5347, "symbols": ["H", "H", "C", "C", "N", "H", "C", "C", "C", "H", "H", "C", "C", "C", "Li", "H", "H", "C", "C", "C", "C", "H", "N", "O", "H", "C", "C", "C", "C", "N", "H", "C", "Cl", "C", "O", "N", "H", "H"], "xyz": [[-2.7765, -0.2862, 5.5065], [-4.8267, -0.2306, 4.0989], [-1.3032, -0.4904, 2.4308], [4.4922, -1.6069, 1.3848], [2.1076, -0.9408, 0.1363], [5.1469, -2.1681, -0.5984], [-1.8397, 3.6507, 1.1957], [3.4303, -1.1121, 2.1157], [-0.5241, 4.0818, 1.1032], [-0.2154, 5.0452, 1.4908], [3.4809, -0.9535, 3.1841], [-2.4827, -0.4190, 1.6244], [-1.4463, -0.4252, 3.8212], [-3.8452, -0.2992, 3.6401], [-0.0052, -1.4458, -0.4904], [-2.5960, 4.2770, 1.6557], [2.9743, -1.5365, -1.6253], [-1.5247, 0.2154, -0.4081], [-2.1655, 2.3963, 0.7144], [3.1390, -1.4148, -0.5616], [4.3499, -1.7628, 0.0119], [-4.6110, -0.3251, 1.6252], [-2.3816, -0.5322, 0.2501], [1.3175, 0.3095, 3.3215], [1.4383, 3.5233, 0.4279], [-2.6995, -0.3319, 4.4249], [1.0522, -0.3346, 2.2795], [-1.1704, 1.6057, 0.1379], [2.2402, -0.8061, 1.4560], [0.0886, 2.0308, 0.0228], [-3.1694, 2.0030, 0.7967], [0.3949, 3.2291, 0.5105], [0.6642, -3.5526, -1.2952], [-3.7265, -0.3460, 2.2540], [-0.9942, -0.1046, -1.5030], [-0.1014, -0.7099, 1.7601], [5.4195, -1.8792, 1.8772], [-0.5508, -0.4413, 4.4260]], "atomic_forces_ev_per_a": [[0.0175, 0.0020, 0.0093], [-0.0113, -0.0055, 0.0051], [0.0230, 0.0258, 0.0162], [-0.0023, 0.0040, 0.0084], [-0.0132, -0.2536, 0.0756], [0.0080, 0.0101, -0.0158], [0.0081, -0.0005, -0.0010], [0.0868, 0.0515, -0.0112], [-0.0367, -0.0217, 0.0041], [0.0185, -0.0041, -0.0092], [-0.0288, -0.0024, -0.0078], [0.1000, -0.0115, 0.0279], [-0.0845, 0.0237, 0.0422], [0.0751, 0.0123, -0.0310], [0.2451, -0.2542, 0.2094], [-0.0093, 0.0001, -0.0005], [-0.0549, -0.0429, 0.0124], [-0.0724, 0.2317, -0.0887], [-0.0244, 0.0411, 0.0289], [-0.0490, 0.1394, 0.0390], [0.0077, 0.0200, 0.0295], [0.0126, -0.0022, -0.0264], [-0.0028, -0.0109, -0.0270], [0.0399, -0.0727, 0.0342], [-0.0093, -0.0082, -0.0085], [-0.0108, -0.0014, -0.1183], [-0.1440, 0.0193, -0.0293], [0.0528, -0.0265, -0.0088], [-0.0186, 0.0662, -0.1158], [-0.0364, 0.0242, -0.0013], [0.0264, 0.0098, -0.0126], [-0.0502, -0.0890, -0.0256], [0.0017, -0.1135, -0.0909], [-0.0249, -0.0208, 0.0911], [-0.0772, 0.2325, 0.1079], [0.0100, 0.0361, -0.0945], [0.0224, -0.0021, 0.0065], [0.0052, -0.0060, -0.0235]], "nbo_charge": [0.178, 0.176, 0.090, -0.193, -0.432, 0.194, -0.194, -0.248, -0.288, 0.192, 0.227, 0.234, -0.237, -0.263, 0.864, 0.192, 0.204, 0.578, -0.236, 0.070, -0.295, 0.191, -0.662, -0.754, 0.172, -0.278, 0.584, 0.149, 0.176, -0.386, 0.228, 0.032, -0.936, -0.305, -0.756, -0.681, 0.186, 0.227]}

***

No. 2
{"formula": "C18H12CrN4O3", "method": "the ωB97M-V functional and the def2-TZVPD basis", "total_charge": 2, "multiplicity": 1, "total_energy_ha": -2181.7940, "symbols": ["N", "H", "H", "N", "H", "H", "O", "C", "C", "H", "C", "C", "H", "O", "N", "C", "C", "O", "C", "C", "H", "C", "C", "C", "C", "H", "Cr", "H", "C", "H", "C", "N", "C", "C", "C", "H", "C", "H"], "xyz": [[-1.5641, -0.9027, 0.1158], [-1.3694, 3.6758, -3.5206], [-3.7182, 2.8453, -3.6603], [0.6859, -1.1541, 1.0867], [-3.4129, -1.3500, 4.2351], [6.0755, 0.1544, -0.4848], [-3.7147, -1.2294, -0.7162], [2.9209, 0.7529, -1.5310], [-2.5696, -1.3031, 3.5586], [-4.3462, 0.7984, -2.3345], [4.9950, 0.1284, -0.5212], [2.8986, -0.6008, 0.3308], [0.2571, 2.4549, -2.1076], [2.5085, -2.1420, 2.1225], [2.2206, 0.0723, -0.6223], [-0.1011, -1.4368, 3.4035], [-2.9878, 2.3388, -3.0436], [0.3609, -1.1604, -1.9258], [-2.3831, 0.5997, -1.5422], [-1.6868, 2.8017, -2.9698], [-1.1678, -1.6245, 5.2066], [-0.2406, -1.2220, 1.9946], [-0.7700, 2.1232, -2.1792], [-2.7739, -1.0997, 2.2468], [-1.2295, -1.4699, 4.1372], [4.7552, -1.1739, 1.1981], [0.1559, -0.3582, -0.6772], [2.3570, 1.2538, -2.3061], [-2.7060, -0.6037, -0.7111], [0.8789, -1.5745, 3.8334], [4.2743, -0.6019, 0.4168], [-1.1033, 1.0446, -1.4679], [4.3061, 0.8091, -1.5092], [-3.3454, 1.2081, -2.3125], [2.0872, -1.3878, 1.3033], [-3.7599, -0.9924, 1.8188], [-1.6135, -1.0522, 1.4007], [4.8262, 1.3787, -2.2664]], "atomic_forces_ev_per_a": [[-0.2873, 0.6898, 0.2084], [-0.0004, -0.0051, 0.0020], [0.0006, -0.0074, 0.0021], [0.1028, 0.3387, -0.3063], [-0.0073, -0.0029, -0.0025], [0.0008, -0.0018, 0.0060], [-0.0014, 0.0699, 0.0548], [-0.0343, 0.0288, 0.0028], [0.1075, -0.0167, 0.0694], [0.0018, -0.0006, 0.0014], [-0.0074, -0.0141, 0.0074], [0.0737, -0.0366, -0.0198], [-0.0061, -0.0034, 0.0032], [-0.0070, 0.1000, 0.0391], [-0.1555, 0.5762, 0.2512], [-0.0011, -0.0578, -0.0486], [-0.0099, -0.0205, 0.0098], [-0.1282, -0.4163, -0.1375], [0.0453, -0.0066, -0.0335], [0.0265, 0.0043, 0.0195], [0.0099, -0.0049, 0.0061], [0.1277, -0.2356, 0.0909], [0.0002, 0.0645, 0.0638], [0.0186, -0.0151, -0.0167], [-0.1249, 0.0190, -0.0446], [0.0021, 0.0066, 0.0112], [0.4855, -1.0961, -0.1214], [0.0074, 0.0024, 0.0115], [-0.1012, 0.1568, -0.0080], [-0.0067, -0.0042, 0.0250], [-0.0058, -0.0240, -0.0307], [-0.0565, 0.1732, -0.1022], [0.0071, 0.0006, -0.0216], [-0.0097, 0.0131, 0.0013], [0.0488, 0.0481, 0.1453], [-0.0048, -0.0040, 0.0083], [-0.1094, -0.3101, -0.1483], [-0.0013, -0.0082, 0.0014]], "nbo_charge": [-0.479, 0.265, 0.264, -0.504, 0.263, 0.262, -0.419, 0.086, -0.083, 0.274, -0.102, 0.078, 0.221, -0.436, -0.455, -0.266, -0.092, -0.195, 0.082, -0.198, 0.262, 0.321, 0.094, -0.276, -0.059, 0.272, 1.022, 0.219, 0.654, 0.280, -0.156, -0.451, -0.193, -0.157, 0.657, 0.274, 0.407, 0.263]}

***

No. 3
{"formula": "C18H12N2O2S", "method": "the ωB97M-V functional and the def2-TZVPD basis", "total_charge": 0, "multiplicity": 1, "total_energy_ha": -1351.2325, "symbols": ["C", "H", "H", "C", "C", "H", "H", "C", "S", "H", "H", "O", "H", "C", "C", "C", "O", "H", "H", "N", "H", "N", "C", "C", "C", "C", "C", "C", "C", "H", "H", "C", "C", "C", "C"], "xyz": [[3.6226, -4.0744, 2.9652], [4.7828, -2.6152, 1.8719], [-2.7057, 3.7324, 0.8548], [-3.4098, 4.3427, -2.4364], [0.0181, 0.5931, -1.6907], [0.8796, -2.7080, -1.2216], [-0.3566, 0.2107, 1.6682], [-0.1220, -0.0177, 0.6105], [-0.2234, 1.8140, -2.9810], [2.1128, -5.2653, 4.0415], [-2.3272, 3.5322, -4.1095], [4.5711, -4.6933, 3.4143], [-4.1378, 4.8003, -3.1026], [1.1785, -3.8048, 2.8547], [3.7611, -2.9284, 2.0414], [0.5154, -1.6924, -1.0060], [-0.9685, 1.0674, -4.0195], [-4.4060, 4.9245, -0.5972], [-0.9608, 2.2841, 1.0184], [0.2077, -2.2630, 1.3107], [0.1815, -4.0540, 3.1789], [-0.7738, 2.1866, 0.0233], [-0.2681, 0.9264, -0.3696], [-1.5063, 2.9046, -2.2094], [0.4450, -0.7111, -1.9999], [0.2132, -1.3440, 0.2910], [-2.3989, 3.5992, -3.0163], [-2.6072, 3.7236, -0.2313], [2.6574, -2.2636, 1.5334], [2.8209, -1.3996, 0.8825], [0.7538, -0.9758, -2.9867], [-1.6024, 2.9407, -0.7803], [1.3070, -2.7154, 1.8706], [2.2873, -4.4415, 3.3708], [-3.5413, 4.3850, -1.0441]], "atomic_forces_ev_per_a": [[0.4958, -0.3236, 0.2511], [-0.0633, 0.0961, -0.2665], [-0.1191, 0.0932, -0.2013], [-0.4734, -0.0636, 0.2670], [-0.1846, 0.0084, 0.3312], [-0.3467, 0.5586, -0.0118], [0.0950, -0.1044, -0.7567], [-0.1790, -1.1968, 1.1604], [-0.6593, 0.2388, -0.2819], [0.3875, -0.1112, 0.2256], [0.0579, -0.0899, 0.5309], [0.3028, 0.3509, -0.3212], [0.0997, 0.1156, 0.3358], [1.9444, -0.4360, 0.8219], [-1.8125, 1.2041, -0.5777], [0.5214, -0.0290, -0.9783], [0.1128, -0.0322, -0.7526], [0.9020, -0.4379, -0.2790], [0.0967, -0.1958, -0.4478], [1.6850, -1.8285, 1.9580], [-0.1511, -0.1287, -0.1134], [0.6134, -0.3051, 0.2751], [-0.4957, 0.8254, 0.1331], [0.7868, -0.9039, 1.5972], [-0.2424, 0.4244, 0.8623], [0.2654, 1.6284, 0.3487], [0.5733, -0.4250, -0.2369], [-0.7738, 0.2745, 0.0886], [2.5491, -0.9106, 0.6443], [-0.2975, -0.3255, 0.2010], [-0.1152, 0.0549, -0.6314], [-0.3448, 0.3242, -2.1124], [-1.7440, 0.4577, -1.1096], [-3.4742, 0.9711, -1.0341], [-0.0126, 0.2214, 0.0804]], "nbo_charge": [0.448, 0.233, 0.208, -0.247, -0.326, 0.229, 0.215, -0.288, 1.286, 0.234, 0.241, -0.498, 0.221, -0.162, -0.210, -0.293, -0.973, 0.223, 0.394, -0.365, 0.233, -0.594, 0.173, -0.307, -0.136, 0.221, -0.170, -0.284, -0.225, 0.240, 0.238, 0.251, 0.208, -0.245, -0.173]}